Record 1
13
Properties=species:S:1:pos:R:3 method="wB97M-V/def2-TZVPD" charge=0 e_tot_ha=-642.7849 lumo_energy_ev=0.824
H 0.045 2.270 0.026
N 0.178 0.858 -1.219
C 0.316 -0.387 -1.434
H -1.112 1.346 1.795
S 1.835 -1.348 0.576
C -1.001 0.784 0.869
N 0.134 1.294 0.125
H 0.287 -0.668 -2.492
H -1.946 0.855 0.360
N 0.508 -1.413 -0.510
H -0.859 -0.279 1.115
H 0.405 -2.361 -0.857
H 1.211 -0.950 1.645


Record 2
95
Properties=species:S:1:pos:R:3 method="wB97M-V/def2-TZVPD" charge=-1 e_tot_ha=-5870.4087 lumo_energy_ev=1.492
H -0.488 -1.142 -1.823
O 10.789 2.873 -2.935
H 6.153 -0.496 1.317
C -4.422 -3.196 -0.432
C 2.650 2.783 -1.454
H -5.778 -5.167 -2.965
C -1.864 -0.041 -0.546
H -7.098 -4.018 -2.839
H -5.799 -3.732 -3.991
H 8.797 -0.124 -2.020
O -4.265 -2.771 0.835
O -9.068 -8.081 -4.872
H -6.618 2.228 6.171
C 10.331 3.425 -1.985
O 4.550 3.430 0.724
C -5.572 -2.509 1.381
H 10.216 5.766 -0.628
H 3.858 2.191 -2.971
C 10.639 4.842 1.269
H -4.250 1.065 4.605
C 1.540 0.691 -2.614
C -7.172 -5.268 -4.605
H -4.632 -2.327 3.305
H 7.454 1.744 -2.789
H 10.291 5.767 1.728
H -6.556 -5.379 -5.501
C 7.943 0.190 -1.438
O -6.791 -1.516 5.514
O -5.719 -3.526 -0.668
O -6.903 0.645 4.887
C -0.424 -1.189 1.531
H -5.744 -3.686 3.192
H 10.243 4.009 1.850
H 2.216 0.721 -3.461
C -5.584 -2.651 2.885
S 2.109 -0.701 -1.584
C 7.168 1.263 -1.873
H 8.005 4.770 -0.350
O 5.204 5.034 -0.671
H -8.518 -3.962 -5.732
C 5.112 2.787 -1.535
H -1.466 -2.082 -0.734
Br 5.856 3.749 -3.111
H 0.914 2.694 -2.722
C -6.397 -3.508 0.603
H 8.700 3.234 0.220
C -8.537 -4.732 -4.964
N 0.186 -1.266 0.208
C -1.321 0.022 1.667
C -8.639 -6.976 -4.830
O 11.069 3.927 -0.957
H -5.836 -1.485 1.100
H -9.081 -4.364 -4.090
H 0.671 1.955 -1.137
C -6.330 -0.421 5.497
C 7.580 -0.463 -0.270
C 1.370 2.059 -1.962
H -6.171 2.551 4.477
N 3.857 2.161 -1.963
O -2.408 -0.138 0.755
C 6.058 1.645 -1.116
C -0.876 -1.172 -0.814
H 11.726 4.808 1.335
O -5.153 -0.068 6.061
C 1.306 -0.478 0.012
N 5.699 1.019 0.005
H -3.309 2.723 5.987
O 9.022 3.642 -1.769
C 10.193 4.771 -0.174
H -1.089 -2.053 1.605
O -3.546 -3.266 -1.231
H -0.778 0.922 1.379
O -9.205 -5.907 -5.447
C -4.789 1.231 5.542
C -6.158 1.811 5.273
H -6.378 -2.052 3.315
S 2.038 0.458 1.123
H 0.571 0.401 -3.023
H 8.121 -1.313 0.115
H 0.291 -1.281 2.337
H -1.421 0.941 -0.732
H -2.692 -0.182 -1.238
C -6.420 -4.504 -3.540
H 2.577 3.820 -1.794
H -4.523 2.532 7.252
C 6.451 0.002 0.402
C -3.923 1.996 6.516
H -3.266 1.316 7.055
O -7.523 -6.598 -4.162
H 2.633 2.769 -0.375
H -7.436 -3.214 0.474
C 4.938 3.862 -0.365
H -6.350 -4.512 1.030
H -1.666 0.169 2.686
C 8.863 4.104 -0.422


Record 3
21
Properties=species:S:1:pos:R:3 method="wB97M-V/def2-TZVPD" charge=+1 e_tot_ha=-950.6396 lumo_energy_ev="-6.819 / -6.820"
C 0.639 0.099 0.877
C 1.329 -0.340 -1.403
C -0.167 1.727 -0.766
C 2.107 -1.682 0.358
C -3.228 -1.793 2.935
H 0.474 2.606 -1.015
H -4.010 -1.334 3.544
O -0.284 -2.613 1.281
H 2.628 -2.019 -1.859
C 1.381 -0.958 1.303
H -0.778 1.912 0.100
O 2.820 -3.470 2.091
S 2.938 -3.135 0.711
C 1.972 -1.413 -1.029
H -0.869 1.655 -1.569
C -2.209 -2.101 2.339
H 1.218 0.055 -2.465
C 0.566 0.462 -0.430
N -1.477 -2.681 1.471
H 1.435 -1.328 2.319
H 0.123 0.638 1.660


Record 4
90
Properties=species:S:1:pos:R:3 method="wB97M-V/def2-TZVPD" charge=0 e_tot_ha=-2718.0875 lumo_energy_ev=-0.109
H 31.743 31.549 31.415
C 33.883 31.820 30.778
H 41.936 39.634 31.864
H 43.398 32.871 35.255
H 35.050 36.954 35.571
C 32.713 31.580 31.611
C 32.214 35.399 33.541
H 36.416 34.076 32.543
C 40.624 38.610 33.681
H 35.805 34.554 30.948
C 38.612 36.889 32.980
C 31.845 33.775 38.692
C 30.737 32.932 38.717
H 36.357 32.003 30.229
O 43.617 33.657 32.878
C 39.949 32.946 35.043
C 36.264 32.340 31.299
O 34.362 31.726 36.859
C 32.057 31.293 37.470
N 34.922 32.108 31.693
C 32.310 31.567 34.163
C 33.164 33.320 38.155
H 37.420 34.266 31.092
H 33.913 31.992 29.662
C 30.306 34.957 35.232
H 39.119 33.582 33.192
C 33.045 37.224 36.842
H 34.007 33.994 38.199
H 31.982 30.700 34.524
H 31.865 30.190 37.138
C 33.518 38.052 35.764
H 31.467 36.279 31.811
O 34.645 37.604 35.084
H 29.833 31.150 37.804
H 31.466 32.229 34.091
C 39.726 38.179 34.697
C 42.404 32.906 34.878
C 31.186 38.889 37.199
C 34.440 31.969 32.946
C 36.495 33.866 31.587
C 29.365 35.389 34.321
C 40.554 38.416 32.265
H 32.801 32.088 34.922
C 39.943 33.496 33.790
H 31.054 36.909 38.204
C 38.685 37.298 34.336
C 42.430 33.332 33.564
H 34.810 32.535 36.869
H 29.727 33.934 39.918
O 30.087 39.292 37.778
O 38.854 32.690 35.817
H 33.154 39.628 34.569
H 31.904 34.855 39.075
O 28.096 35.475 34.622
H 37.803 36.260 32.603
C 31.892 34.918 34.840
H 31.182 40.467 35.708
C 29.798 35.970 33.138
H 41.339 32.574 36.632
H 41.510 39.234 33.894
O 29.618 33.259 39.222
H 33.954 35.048 33.856
H 33.612 36.317 37.096
H 37.022 31.805 32.107
N 33.135 31.631 32.963
H 27.782 35.783 33.941
C 33.034 39.289 35.520
C 30.866 31.777 37.929
H 41.034 33.627 31.966
H 32.692 34.138 35.250
C 31.692 37.625 37.473
H 44.334 33.185 33.377
C 39.613 37.434 31.951
O 41.411 38.853 31.383
O 37.922 36.845 35.287
H 39.861 38.339 35.721
H 37.432 36.121 34.995
H 39.507 37.253 30.894
Cl 35.818 34.341 35.284
H 29.154 36.134 32.438
C 41.207 33.543 32.928
C 31.191 35.950 32.730
H 29.792 40.323 37.525
H 29.938 34.851 36.186
C 31.782 39.649 36.076
C 33.190 32.068 37.455
O 33.476 35.298 33.212
H 35.110 31.928 33.805
H 37.956 33.197 35.548
C 41.209 32.840 35.626


Record 5
83
Properties=species:S:1:pos:R:3 method="wB97M-V/def2-TZVPD" charge=+1 e_tot_ha=-2833.2575 lumo_energy_ev=-4.187
C 14.401 15.881 16.696
O 9.007 12.822 17.757
C 10.447 8.825 18.379
N 12.097 11.780 18.450
C 10.125 7.796 17.483
H 11.146 17.554 13.462
C 11.552 10.846 8.310
C 10.395 8.822 7.716
H 11.065 6.352 15.985
S 11.450 9.330 12.705
H 15.631 13.748 19.109
O 12.217 17.094 15.183
H 11.305 10.665 20.110
C 15.311 15.329 17.630
H 9.180 16.789 15.728
H 13.321 7.247 16.302
C 4.908 12.062 17.313
C 13.406 10.632 20.083
O 14.129 11.812 19.515
H 13.929 9.762 19.815
C 11.032 10.679 13.767
H 13.264 10.757 21.154
H 11.506 9.949 6.386
H 6.991 14.052 19.043
C 14.951 14.142 18.318
H 14.649 16.713 16.022
C 11.182 7.197 16.709
C 9.891 16.348 15.003
C 7.396 10.158 14.403
C 8.200 15.502 11.643
H 7.871 14.591 15.384
C 6.752 13.254 18.333
H 6.343 10.029 14.479
N 10.786 15.332 15.682
N 9.285 11.524 15.102
C 13.227 12.364 18.647
C 7.147 14.239 13.399
H 9.737 9.208 19.078
H 4.691 13.643 18.721
H 7.653 10.540 13.373
C 7.711 12.543 17.609
C 7.227 14.584 12.058
H 9.809 8.217 11.555
C 12.709 8.830 17.632
C 9.100 16.025 12.588
C 12.028 15.844 15.706
H 9.996 8.110 7.025
H 9.076 7.479 17.378
H 8.179 15.857 10.601
H 9.333 9.917 11.830
C 5.390 13.002 18.245
C 11.168 9.881 7.356
La 10.803 12.852 16.408
H 3.835 12.002 17.124
H 9.754 16.814 12.159
H 7.967 9.252 14.534
H 10.699 18.523 14.943
H 16.174 15.861 17.873
C 10.193 8.544 9.063
C 11.204 10.689 9.671
C 10.877 17.496 14.555
H 12.013 11.802 8.014
H 13.710 9.321 17.545
C 7.268 11.651 16.587
S 12.455 11.221 14.625
C 5.839 11.355 16.615
C 11.729 9.373 18.428
C 9.031 15.695 13.955
C 12.455 7.740 16.809
C 7.995 11.133 15.442
C 13.169 15.299 16.466
H 5.541 10.527 16.024
C 10.446 9.547 9.981
C 8.034 14.822 14.323
C 12.068 10.556 19.341
C 10.080 9.295 11.452
H 11.556 11.378 10.430
N 12.947 14.027 17.005
H 6.500 13.380 13.690
H 6.494 14.149 11.396
N 9.728 10.916 13.935
C 13.742 13.538 17.965
H 9.565 7.747 9.317


Record 6
15
Properties=species:S:1:pos:R:3 method="wB97M-V/def2-TZVPD" charge=0 e_tot_ha=-433.1875 smiles="C=C(N)N(O)C(N)=O" lumo_energy_ev=0.580
O -2.223 0.308 -0.676
N 0.123 0.390 -0.218
H 2.072 -2.147 0.295
C 0.521 -0.895 0.016
N -1.327 2.156 0.196
C -1.227 0.837 -0.198
N 1.862 -1.206 -0.017
H 2.418 -0.486 0.440
H -0.599 2.471 0.824
H -2.267 2.511 0.289
H -1.472 -1.763 0.349
H 1.576 1.214 -1.003
O 1.168 1.354 -0.127
H -0.187 -2.886 -0.204
C -0.440 -1.858 0.035